{"formula": "C22H27GdO4S", "method": "the ωB97M-V functional and the def2-TZVPD basis", "homo_ev": [2.21, 2.10], "total_energy_ev": -63107.922, "spin_multiplicity": 8, "orbital_gap_ev": [2.381, 2.235], "e_lumo_ev": [4.6, 4.3], "total_charge": -2, "s_squared": 16.826, "symbols": ["Gd", "C", "C", "C", "H", "C", "C", "H", "H", "H", "H", "C", "C", "C", "H", "C", "C", "H", "H", "H", "H", "O", "C", "C", "C", "C", "C", "H", "H", "H", "H", "H", "H", "H", "H", "H", "H", "C", "C", "C", "C", "C", "C", "C", "S", "O", "O", "O", "H", "H", "H", "H", "H", "H", "H"], "coordinates": [[0.109, 0.091, -0.864], [2.042, 0.553, 0.593], [2.508, -0.310, -0.462], [2.514, 0.454, -1.680], [2.734, -1.365, -0.374], [2.045, 1.776, -1.377], [1.764, 1.841, 0.027], [1.413, 2.700, 0.577], [1.892, 0.275, 1.623], [2.826, 0.088, -2.645], [1.940, 2.587, -2.085], [-2.101, 0.422, 0.183], [-1.362, 1.592, 0.569], [-1.141, 2.381, -0.608], [-1.047, 1.832, 1.573], [-1.720, 1.697, -1.725], [-2.324, 0.483, -1.238], [-2.768, -0.299, -1.842], [-2.375, -0.392, 0.837], [-0.632, 3.333, -0.653], [-1.713, 2.047, -2.746], [-0.003, -0.653, -2.967], [-0.072, -0.319, -4.409], [0.631, -1.654, -4.780], [0.686, 0.958, -4.696], [-1.536, -0.261, -4.788], [0.542, -2.030, -3.306], [1.662, -1.500, -5.114], [0.036, -2.288, -5.436], [-0.235, -2.757, -3.025], [1.498, -2.184, -2.776], [0.663, 1.140, -5.777], [1.729, 0.901, -4.365], [0.210, 1.819, -4.200], [-1.637, -0.519, -5.848], [-1.924, 0.754, -4.635], [-2.131, -0.955, -4.181], [-0.640, 0.594, 7.311], [-0.478, -0.001, 5.925], [-0.667, -1.374, 5.701], [-0.489, -1.922, 4.418], [-0.142, -1.166, 3.290], [0.054, 0.199, 3.541], [-0.121, 0.778, 4.821], [0.218, -2.164, 1.812], [1.656, -2.176, 1.631], [-0.577, -3.372, 2.032], [-0.276, -1.629, 0.440], [-1.654, 0.432, 7.708], [0.057, 0.138, 8.030], [-0.452, 1.672, 7.297], [-0.947, -1.999, 6.566], [-0.643, -2.992, 4.341], [0.349, 0.884, 2.751], [0.028, 1.860, 5.003]]}